{
  "formula": "C7H9ClS",
  "method": "the ωB97M-V functional and the def2-TZVPD basis",
  "symbols": ["C", "H", "H", "H", "H", "H", "H", "C", "C", "S", "H", "C", "C", "C", "H", "C", "Cl", "H"],
  "positions_angstrom": [[-2.97903, 1.06126, -0.36014], [1.54187, 0.15692, 2.03466], [0.67813, -1.89283, -1.29610], [2.69879, -0.82254, 1.28981], [-3.82925, 1.38866, -0.87396], [1.14182, -2.38562, 0.29727], [1.94320, 0.23413, -0.99781], [1.39463, -1.81982, -0.51430], [2.20705, 0.02625, 1.11755], [-0.41353, 1.78025, 0.36406], [2.35129, -2.31306, -0.83512], [-2.96433, -0.02478, 0.56010], [0.03591, 0.35716, -0.44747], [1.39443, -0.29135, -0.16057], [-2.11120, 2.97089, -0.80675], [-1.98090, 1.96789, -0.34663], [-3.98692, -1.31026, 0.08485], [2.87806, 0.91686, 0.89054]],
  "nbo_charge": [-0.40, 0.21, 0.23, 0.21, 0.22, 0.20, 0.25, -0.59, -0.62, 0.41, 0.21, -0.01, -0.18, -0.37, 0.22, -0.23, 0.02, 0.21],
  "energy_ha": -1130.2435,
  "homo_energy_ha": [-0.3032, -0.3032],
  "e_above_lowest_ev": 6.387
}